No. 1
C8H24KO8 as an isolated structure at a distorted geometry. Source: the Open Molecules 2025 dataset; level of theory: ωB97M-V/def2-TZVPD.

Geometry as ORCA input:
```
! RIJCOSX wB97M-V def2-TZVPD def2/J DEFGRID3
* xyz 1 1
K 0.11209 -1.21292 0.66634
C 3.08776 0.24475 -1.51157
C 3.62372 0.28842 -0.10385
O 2.65903 0.04085 0.94183
O 2.36510 1.39608 -1.92555
H 2.43570 -0.63202 -1.61579
H 3.95344 0.08524 -2.16237
H 4.12558 1.24932 0.04482
H 4.40411 -0.46053 0.03245
H 2.59001 0.88977 1.39597
H 1.83803 1.15413 -2.69211
C -1.73260 -3.57991 -1.25702
C -0.77066 -3.02898 -2.29594
O 0.49958 -2.76598 -1.65860
O -2.16663 -2.58960 -0.34411
H -1.15030 -4.34705 -0.73313
H -2.55881 -4.06994 -1.77615
H -1.14930 -2.13590 -2.79712
H -0.63196 -3.80556 -3.04905
H 1.16264 -2.63617 -2.34381
H -2.73168 -2.95926 0.34013
C -0.30829 1.82036 4.31633
C -1.02193 1.24077 3.10775
O -0.72705 -0.13426 2.88639
O 1.09904 1.60441 4.30580
H -0.63853 1.27268 5.21440
H -0.60693 2.85178 4.48669
H -0.75736 1.79735 2.20347
H -2.09986 1.42384 3.17203
H -1.25800 -0.65625 3.50055
H 1.22152 0.65245 4.22656
C -2.31038 1.84113 -1.55644
C -0.82589 2.04941 -1.63439
O -0.16115 1.35311 -0.58385
O -2.79335 0.54572 -1.86847
H -2.81710 2.54608 -2.22696
H -2.73850 2.20033 -0.61059
H -0.51844 3.09997 -1.66323
H -0.50298 1.74250 -2.64212
H 0.78134 1.53442 -0.74481
H -2.98096 0.08946 -1.04444
*
```

Results
energy above the lowest of the compared OMol25 structures with the same formula, charge and spin: 0.321 eV
maximum force: 0.0371 Eh/bohr
highest occupied orbital energy: -13.049 eV


No. 2
C36H90F4KN2O32P6S4 as an isolated structure at a distorted geometry. Source: the Open Molecules 2025 dataset; level of theory: ωB97M-V/def2-TZVPD.

Geometry as ORCA input:
```
! RIJCOSX wB97M-V def2-TZVPD def2/J DEFGRID3
* xyz -1 1
K -0.84218 0.99599 1.01133
N -0.38097 2.34951 2.46371
S -1.31196 3.42581 2.83188
O -0.81282 4.56934 3.53015
O -2.69249 3.05275 3.18881
F -1.44480 4.05300 1.28512
S -0.40659 1.71507 4.08027
O -1.39978 0.66756 4.37988
O 0.07203 2.56141 5.13993
F 0.86624 0.77907 3.97532
N 1.05939 0.29056 0.90617
S 1.94135 -0.38849 -0.35767
O 1.04461 -1.09972 -1.26246
O 3.27615 -0.85239 -0.15003
F 2.31597 0.93905 -1.14734
S 1.13986 -0.91979 1.77855
O 2.25567 -0.91556 2.76768
O 0.63063 -2.21128 1.33534
F -0.10052 -0.48340 2.77368
C 1.20207 2.00550 -2.85045
C 1.72222 3.34312 -2.28155
O 0.59458 4.14543 -2.08254
P -0.04499 4.30620 -0.58037
O 0.05380 3.03440 0.16102
O 0.90300 5.37572 0.18122
C 0.48928 6.00561 1.41405
C 1.32926 5.40481 2.52047
O -1.50843 4.94671 -0.83604
C -2.55399 4.08114 -1.26388
C -3.03348 4.72946 -2.55967
H 2.01701 1.32546 -3.09848
H 0.59720 1.48640 -2.10696
H 0.53232 2.14665 -3.69875
H 2.16358 3.12322 -1.30947
H 2.37613 3.90286 -2.95028
H 0.81902 7.04340 1.36527
H -0.56200 5.84122 1.65045
H 1.20728 5.94351 3.46016
H 1.10251 4.39878 2.87344
H 2.39940 5.31469 2.33396
H -2.27180 3.03129 -1.34312
H -3.30306 4.16479 -0.47649
H -3.94639 4.24126 -2.90078
H -3.26285 5.78648 -2.42476
H -2.28285 4.67665 -3.34825
C -2.00172 -7.33952 2.63969
C -1.05027 -6.21589 2.81255
O -0.16354 -6.65080 3.76768
P 0.29705 -5.74199 5.06399
O 1.45669 -6.29548 5.79962
O 0.52338 -4.25511 4.39885
C 1.71758 -3.99524 3.74812
C 1.45516 -2.76272 2.97251
O -1.15494 -5.56970 5.76393
C -1.54245 -6.57521 6.70646
C -2.01639 -7.91448 6.20725
H -3.06357 -7.16524 2.46591
H -1.77939 -8.01600 1.81444
H -1.83990 -8.07940 3.42358
H -0.65742 -5.74856 1.90957
H -1.53242 -5.39264 3.33972
H 2.53697 -3.88930 4.45909
H 1.90112 -4.86809 3.12159
H 2.18735 -1.96430 3.09299
H 1.48492 -2.87759 1.88899
H 0.61512 -2.17848 3.34814
H -0.72787 -6.72019 7.41606
H -2.39422 -6.14524 7.23344
H -2.92360 -7.70865 5.63917
H -1.32682 -8.34293 5.47989
H -2.15204 -8.60270 7.04155
C 6.00571 6.20012 1.47173
C 5.92941 4.69676 1.66819
O 4.57469 4.50115 1.42579
P 4.04667 3.69849 0.14385
O 2.72830 3.05808 0.34313
O 5.12987 2.56324 -0.30247
C 4.82671 1.55280 -1.22730
C 5.02912 0.26883 -0.47810
O 4.13360 4.71408 -1.05523
C 3.07616 5.60076 -1.21313
C 3.29911 6.22158 -2.57774
H 5.99033 6.35593 0.39303
H 5.07881 6.60008 1.88281
H 6.96644 6.53609 1.86187
H 6.61106 4.19289 0.98295
H 6.00908 4.30599 2.68260
H 3.82855 1.58022 -1.66436
H 5.53190 1.78656 -2.02490
H 4.37414 0.25118 0.39298
H 4.70137 -0.51545 -1.16044
H 6.06928 0.02677 -0.26002
H 2.06330 5.19944 -1.24704
H 3.12377 6.37140 -0.44374
H 4.23596 6.77855 -2.56377
H 3.41753 5.48218 -3.36981
H 2.46668 6.87024 -2.85047
C -0.81494 -3.98817 0.60297
C -1.18233 -2.76293 1.33703
O -2.54498 -2.53474 1.29837
P -3.25040 -1.16689 1.80951
O -2.59670 0.06031 1.28077
O -3.21845 -1.37207 3.43093
C -3.30006 -0.16741 4.23758
C -4.77799 0.20589 4.46018
O -4.80939 -1.29660 1.46691
C -5.24662 -1.33626 0.13128
C -5.41442 -2.83792 -0.38764
H 0.15340 -4.47614 0.71389
H -1.44015 -4.77680 1.02164
H -1.18453 -3.73476 -0.39065
H -0.81051 -2.95498 2.34348
H -0.57946 -1.93951 0.95411
H -2.81938 -0.36973 5.19472
H -2.71907 0.65095 3.81234
H -5.43559 -0.54895 4.89133
H -4.89662 1.24384 4.77115
H -5.17406 0.36822 3.45775
H -6.27839 -0.98847 0.08047
H -4.63003 -0.79380 -0.58542
H -6.07406 -3.43856 0.23863
H -5.91869 -2.92991 -1.34959
H -4.40731 -3.19794 -0.59795
C -1.03616 -1.63293 -1.14260
C -2.44178 -1.70575 -1.72411
O -3.21672 -0.61810 -1.46356
P -2.78768 0.95670 -1.64287
O -1.59492 1.44758 -0.90687
O -2.67436 1.09289 -3.27960
C -1.33218 1.02175 -3.87094
C -1.32891 1.08090 -5.41205
O -4.14724 1.69391 -1.28248
C -4.49446 1.68076 0.09024
C -5.58104 2.63175 0.45545
H -1.06260 -1.39268 -0.07974
H -0.45186 -2.55200 -1.18742
H -0.40825 -0.81001 -1.48411
H -2.31139 -2.02598 -2.75783
H -2.95810 -2.49342 -1.17540
H -0.79931 1.83745 -3.38230
H -0.83275 0.12210 -3.51136
H -1.61669 2.10602 -5.64532
H -0.33683 0.98979 -5.85429
H -1.87072 0.26853 -5.89641
H -4.83426 0.67666 0.34403
H -3.68678 1.71696 0.82131
H -6.48685 2.55638 -0.14617
H -5.85653 2.70323 1.50764
H -5.29635 3.64453 0.17023
C 2.67639 -5.01894 -5.28796
C 2.16385 -3.83831 -6.15001
O 2.38726 -2.71009 -5.36961
P 1.69098 -1.30139 -5.63732
O 1.95240 -0.65834 -6.98707
O 0.09407 -1.76712 -5.40976
C -0.47193 -1.89909 -4.14830
C 0.26824 -2.98521 -3.31467
O 2.10795 -0.35084 -4.40875
C 3.34085 0.38041 -4.33576
C 3.62320 0.70382 -2.83623
H 3.76347 -4.94040 -5.30115
H 2.29472 -4.94195 -4.26987
H 2.34981 -6.02200 -5.56239
H 2.61106 -3.79222 -7.14298
H 1.09660 -3.86476 -6.36998
H -0.37602 -0.92222 -3.67435
H -1.52445 -2.11867 -4.32743
H 0.27776 -3.97984 -3.76045
H 1.25240 -2.70240 -2.94109
H -0.35738 -3.15244 -2.43790
H 4.22512 -0.13385 -4.71219
H 3.18738 1.36296 -4.78201
H 4.04120 1.70927 -2.78684
H 2.72903 0.73553 -2.21370
H 4.36737 0.07882 -2.34258
*
```

Results
energy above the lowest of the compared OMol25 structures with the same formula, charge and spin: 43.550 eV
maximum force: 0.2633 Eh/bohr
highest occupied orbital energy: -4.571 eV


No. 3
A 6-piece molecular cluster, C34H52BrN7OPS3 overall at a distorted geometry. Source: the Open Molecules 2025 dataset; level of theory: ωB97M-V/def2-TZVPD.

Geometry as ORCA input:
```
! RIJCOSX wB97M-V def2-TZVPD def2/J DEFGRID3
* xyz 1 1
C 7.35737 0.32615 -1.20019
C 5.74054 0.19145 -0.94731
N 4.87583 0.81183 -2.02332
C 5.30511 2.23581 -2.29864
C 4.19199 3.16175 -3.06985
C 4.79260 -0.03376 -3.27464
S 5.45608 0.39833 -4.80740
S 3.94334 -1.74525 -3.23716
C 2.08411 -1.52977 -3.61378
C 1.36370 -1.39325 -2.12278
C -0.17912 -1.98805 -2.08926
C -1.16708 -0.64552 -2.21112
N -1.24426 0.39467 -1.31761
P -0.37524 0.66443 0.24730
S -1.25486 1.94232 1.42196
C -2.22975 1.49275 -1.76378
C -1.16550 2.73324 -2.10657
O -1.77331 3.81634 -2.89560
C -2.48464 4.78879 -2.05066
C -2.88760 1.11515 -3.22811
C -2.20896 -0.39421 -3.45707
Br -1.48394 -0.75428 -5.31001
H 7.65675 0.71948 -2.26297
H 7.91394 -0.71646 -1.06887
H 7.83241 1.04840 -0.39805
H 5.50022 -0.96970 -0.92910
H 5.51793 0.58885 0.13744
H 5.47092 2.74197 -1.23016
H 6.33120 2.34509 -2.85926
H 3.10752 2.72289 -3.09219
H 4.57554 3.28364 -4.19033
H 4.22707 4.23422 -2.60058
H 1.66517 -2.42834 -4.24755
H 1.96974 -0.50504 -4.20654
H 1.35649 -0.22550 -1.88909
H 1.98716 -1.91315 -1.27435
H -0.43672 -2.55478 -1.09162
H -0.35560 -2.74895 -2.97577
H -0.42400 -0.62911 0.93903
H 1.02319 0.96278 -0.02109
H -2.99728 1.66034 -0.88727
H -0.68890 3.19939 -1.13516
H -0.26553 2.20919 -2.68544
H -3.64692 4.75124 -2.22318
H -2.24906 4.72005 -0.90648
H -2.12303 5.86446 -2.40152
H -2.49834 1.66956 -4.19098
H -4.05392 1.16765 -3.36787
H -3.13500 -1.07951 -3.17185
N -2.95181 -2.95159 -0.22109
C -4.30805 -2.87796 -0.40474
C -4.79472 -4.16243 -0.50223
C -3.69400 -5.04180 -0.36669
C -2.56907 -4.26739 -0.19133
H -2.33071 -2.15909 -0.12205
H -4.80917 -1.92042 -0.45180
H -5.83076 -4.43649 -0.65333
H -3.71932 -6.12352 -0.39342
H -1.53159 -4.53927 -0.04961
N -0.16026 4.00256 5.43798
C 0.37415 3.67195 4.21993
C 1.62055 4.25052 4.13081
C 1.84827 4.94980 5.34010
C 0.73379 4.77736 6.13012
H -1.07134 3.71849 5.77395
H -0.17739 3.05627 3.52211
H 2.29360 4.17591 3.28655
H 2.73053 5.51746 5.60628
H 0.50050 5.13980 7.12238
N -6.05576 -4.80051 -3.57786
C -7.34854 -5.12431 -3.89788
C -7.68214 -4.45265 -5.05277
C -6.54866 -3.70194 -5.44634
C -5.55811 -3.93767 -4.51943
H -5.54809 -5.14504 -2.77338
H -7.91941 -5.80188 -3.27722
H -8.63815 -4.49934 -5.55794
H -6.46387 -3.05913 -6.31300
H -4.54486 -3.56524 -4.44874
N 3.86396 -0.35393 2.27639
C 2.50772 -0.28031 2.09274
C 2.02105 -1.56477 1.99524
C 3.12176 -2.44415 2.13079
C 4.24670 -1.66973 2.30615
H 4.48506 0.43857 2.37542
H 2.00660 0.67723 2.04568
H 0.98501 -1.83883 1.84414
H 3.09645 -3.52587 2.10406
H 5.28418 -1.94161 2.44787
N -1.56743 -0.17699 8.20707
C -0.61504 0.02759 9.17125
C 0.20136 1.05422 8.75204
C -0.27919 1.48799 7.49341
C -1.37369 0.71255 7.18243
H -2.29926 -0.87452 8.24595
H -0.59886 -0.57430 10.06995
H 1.05048 1.44895 9.29473
H 0.12880 2.28111 6.88022
H -2.02867 0.71673 6.32142
*
```

Results
energy above the lowest of the compared OMol25 structures with the same formula, charge and spin: 8.108 eV
maximum force: 0.0802 Eh/bohr
highest occupied orbital energy: -9.750 eV


No. 4
One molecule with the formula C5H6O3 at a distorted geometry. Source: the Open Molecules 2025 dataset; level of theory: ωB97M-V/def2-TZVPD.

Geometry as ORCA input:
```
! RIJCOSX wB97M-V def2-TZVPD def2/J DEFGRID3
* xyz 0 1
O 2.45861 0.55686 -0.49101
C 1.36473 0.27747 -0.77236
C 0.40715 0.17482 0.46281
O 1.10793 0.48315 1.62043
C -0.46461 -1.08415 0.25169
C -1.49494 -0.25596 -0.24225
C -0.79064 1.06780 0.07524
O -0.91128 2.31667 0.05526
H 1.08447 0.13431 -1.86025
H 2.08311 0.50135 1.24518
H -0.24331 -1.99704 -0.42974
H -0.63716 -1.48259 1.25987
H -1.43938 -0.09091 -1.31845
H -2.52468 -0.60177 0.14360
*
```

Results
energy above the lowest of the compared OMol25 structures with the same formula, charge and spin: 2.658 eV
maximum force: 0.1169 Eh/bohr
SMILES: O=C[C@]1(O)CCC1=O
highest occupied orbital energy: -9.683 eV


No. 5
C15H17Cl3N3O3PRhSi as an isolated structure at a distorted geometry. Source: the Open Molecules 2025 dataset; level of theory: ωB97M-V/def2-TZVPD.

Geometry as ORCA input:
```
! RIJCOSX wB97M-V def2-TZVPD def2/J DEFGRID3
* xyz 1 1
Rh -0.41797 -0.51223 0.52619
O -2.49018 3.35066 0.36506
C -1.55537 2.60799 0.19358
N -1.62761 1.20970 0.27368
C -2.96786 0.75625 0.36868
O -3.95789 1.39838 0.59486
C -3.18933 -0.71833 0.09231
C -4.48066 -1.17546 -0.10238
C -4.67337 -2.51824 -0.37507
C -3.57287 -3.35955 -0.44136
C -2.31545 -2.83586 -0.21479
N -2.14142 -1.53961 0.04916
C -0.28548 3.36084 -0.18684
C -0.33487 4.67860 -0.42492
C 0.86319 5.37914 -0.86669
C 2.08867 4.87662 -0.69187
C 2.12314 3.60829 0.06898
N 0.97350 2.75499 -0.30093
H -5.29314 -0.46772 -0.03203
H -5.67068 -2.90709 -0.53012
H -3.68134 -4.41262 -0.65733
H -1.42776 -3.44884 -0.21860
H -1.28121 5.19035 -0.35460
H 0.74715 6.35117 -1.32788
H 3.00075 5.38286 -0.97212
H 2.20020 3.74852 1.15407
C 2.00654 -4.20357 -0.22566
P 1.66055 -2.51108 0.37637
C 1.10649 -0.63271 -1.82415
C 3.01346 -2.42836 1.63777
O 0.31333 -2.52296 1.06992
H 2.81808 -4.23740 -0.95123
H 1.10821 -4.64015 -0.65832
H 2.28222 -4.74853 0.67487
H 2.85845 -0.56198 0.52485
H 3.44671 -0.56329 -1.18542
H 0.82317 -0.62100 -2.85882
H 3.80545 -3.10595 1.32885
H 2.54480 -2.74265 2.56977
H 3.48404 -1.45802 1.81183
Cl 1.92389 -0.57561 -0.50500
Si 1.52093 1.27322 0.22704
Cl 1.13619 1.11430 2.26098
Cl 3.51535 2.40692 -0.26266
*
```

Results
energy above the lowest of the compared OMol25 structures with the same formula, charge and spin: 24.280 eV
maximum force: 0.0825 Eh/bohr
highest occupied orbital energy (spin up / spin down): -10.795 / -10.832 eV


No. 6
One molecule with the formula C3H3N3O at a distorted geometry. Source: the Open Molecules 2025 dataset; level of theory: ωB97M-V/def2-TZVPD.

Geometry as ORCA input:
```
! RIJCOSX wB97M-V def2-TZVPD def2/J DEFGRID3
* xyz 0 1
H 1.77498 0.55736 1.32291
N 1.27830 -0.24445 1.68644
C 0.44485 -0.91654 1.10818
O 0.50516 -1.14731 -0.60442
C -0.10465 -0.16256 -1.11647
C -1.09787 0.59518 0.12564
N -1.90472 1.29659 0.58070
N -0.04050 0.47131 -2.18937
H -0.64183 1.28139 -2.29271
H -0.21371 -1.73098 1.37910
*
```

Results
energy above the lowest of the compared OMol25 structures with the same formula, charge and spin: 3.783 eV
maximum force: 0.0815 Eh/bohr
SMILES: [H]/N=C\O/C(C#N)=N/[H]
highest occupied orbital energy: -10.790 eV


No. 7
One molecule with the formula C2H6N2S at a distorted geometry. Source: the Open Molecules 2025 dataset; level of theory: ωB97M-V/def2-TZVPD.

Geometry as ORCA input:
```
! RIJCOSX wB97M-V def2-TZVPD def2/J DEFGRID3
* xyz 0 1
C 0.04498 1.20330 1.12014
N 0.15975 -0.09650 0.64789
N 0.08062 -0.22531 -0.77077
C -0.21433 -1.42699 -1.30544
S -0.33072 -1.90740 -2.83458
H -0.95837 1.53483 0.97153
H 0.30195 1.12481 2.19492
H 0.67290 1.90978 0.53360
H 1.00662 -0.51728 1.01652
H -0.40914 0.61597 -1.07775
H -0.35426 -2.21521 -0.49604
*
```

Results
energy above the lowest of the compared OMol25 structures with the same formula, charge and spin: 2.008 eV
maximum force: 0.0647 Eh/bohr
SMILES: CNNC=S
highest occupied orbital energy: -8.458 eV


No. 8
A 2-piece molecular cluster, C2H8OS2 overall at a distorted geometry. Source: the Open Molecules 2025 dataset; level of theory: ωB97M-V/def2-TZVPD.

Geometry as ORCA input:
```
! RIJCOSX wB97M-V def2-TZVPD def2/J DEFGRID3
* xyz 0 1
C -0.37528 2.03095 -0.66530
S 0.26095 0.51638 -1.48221
S 1.33962 -0.65078 -0.19091
C 0.11757 -1.68404 0.63124
H -1.04056 1.80025 0.17432
H 0.39764 2.60399 -0.12784
H -0.79013 2.78510 -1.33329
H -0.89516 -1.54906 0.27048
H 0.45726 -2.72348 0.47040
H 0.17134 -1.62518 1.70818
O -2.25273 -0.03808 2.36973
H -2.70413 -0.48560 3.06499
H -2.67441 0.83302 2.25833
*
```

Results
energy above the lowest of the compared OMol25 structures with the same formula, charge and spin: 0.565 eV
maximum force: 0.0409 Eh/bohr
SMILES: CSSC.O
highest occupied orbital energy: -8.660 eV